No. 1
A 2-piece molecular cluster, C3H9N2O3 overall at a distorted geometry, computed with ωB97M-V with the def2-TZVPD basis set.

For the electronic energy, the calculation gives -454.87967 a.u. The expectation value of S² is 0.756. As for the HOMO energy (alpha / beta): -10.33 / -10.32 eV. The spin multiplicity is 2. As for the gap between HOMO and LUMO (alpha / beta): 10.80 / 6.74 eV. The calculation puts the energy relative to the best compared isomer or geometry (same formula, charge and spin) at 0.208 eV. The max |F| is 0.0327 hartree/bohr. As for the LUMO energy (alpha / beta): 0.47 / -3.58 eV.

```
17
Properties=species:S:1:pos:R:3:mulliken_charge:R:1
C 0.25 -0.10 1.60 -0.5983
N -0.86 -0.75 0.88 -0.1911
C -1.51 -0.15 -0.12 0.7497
O -1.50 1.06 -0.31 -0.6265
O -2.26 -0.92 -0.85 -0.3229
C 1.61 -0.54 1.02 -0.5307
N 1.69 -0.68 -0.44 -0.6473
H 0.08 -0.26 2.66 0.3536
H 0.13 0.95 1.35 0.2846
H -1.00 -1.73 1.06 0.2252
H 2.45 0.11 1.25 0.3339
H 1.87 -1.47 1.46 0.3935
H 1.25 0.12 -0.85 0.2621
H 1.03 -1.39 -0.73 0.2777
H -1.41 1.82 -1.95 0.4131
H -0.71 1.64 -3.30 0.2878
O -1.13 2.31 -2.74 -0.6644
```

No. 2
A 2-piece molecular cluster, C3H9N2O3 overall at a distorted geometry, computed with ωB97M-V with the def2-TZVPD basis set.

For the electronic energy, the calculation gives -454.72894 a.u. As for the HOMO energy: -14.62 eV. The spin multiplicity is 1. As for the gap between HOMO and LUMO: 11.43 eV. Its total charge is +1. The calculation puts the energy relative to the best compared isomer or geometry (same formula, charge and spin) at 0.366 eV. The max |F| is 0.0392 hartree/bohr. As for the LUMO energy: -3.20 eV.

```
17
Properties=species:S:1:pos:R:3:mulliken_charge:R:1
O -0.91 -2.32 1.01 -0.4736
C 0.23 -2.29 0.57 0.2501
C 0.54 -1.72 -0.81 -0.6558
N -0.65 -0.93 -1.28 -0.1634
H 1.10 -2.73 1.11 0.3636
H 1.41 -1.04 -0.77 0.3608
H 0.72 -2.52 -1.52 0.4115
H -0.71 -0.92 -2.28 0.3939
H -1.50 -1.39 -0.89 0.3921
H -0.60 0.02 -0.91 0.1605
N 0.37 2.84 1.39 -0.5054
C 0.24 1.70 0.64 0.7714
O -0.69 1.81 -0.37 -0.6137
O 0.89 0.67 0.79 -0.5558
H 0.92 2.70 2.21 0.2828
H -0.47 3.38 1.56 0.2315
H -0.88 2.75 -0.46 0.3495
```

No. 3
A 2-piece molecular cluster, C3H9N2O3 overall at a distorted geometry, computed with ωB97M-V with the def2-TZVPD basis set.

For the electronic energy, the calculation gives -454.57744 a.u. As for the HOMO energy: -11.73 eV. The spin multiplicity is 1. As for the gap between HOMO and LUMO: 7.89 eV. Its total charge is +1. The calculation puts the energy relative to the best compared isomer or geometry (same formula, charge and spin) at 4.488 eV. The max |F| is 0.0663 hartree/bohr. As for the LUMO energy: -3.83 eV.

```
17
Properties=species:S:1:pos:R:3:mulliken_charge:R:1
C 2.59 -0.64 0.41 0.1742
C -2.88 0.35 0.40 -0.9864
C -1.69 0.26 -0.19 0.9392
N 1.86 0.37 0.20 0.1261
N -1.22 -0.76 -0.97 -0.4754
O 3.85 -0.63 0.09 -0.3881
O -0.70 1.13 0.23 -0.5637
O 2.25 1.51 -0.51 -0.3738
H -3.75 -0.36 0.15 0.2045
H 2.01 -1.35 0.91 0.4283
H -3.14 1.15 1.21 0.1595
H 0.82 0.65 0.17 0.3378
H -1.94 -1.38 -1.36 0.2476
H -0.44 -0.44 -1.53 0.2301
H 4.20 -1.46 0.37 0.3919
H -1.14 1.67 0.85 0.2043
H 3.16 1.75 -0.29 0.3439
```

No. 4
A 2-piece molecular cluster, C3H9N2OS overall at a distorted geometry, computed with ωB97M-V with the def2-TZVPD basis set.

For the electronic energy, the calculation gives -702.25564 a.u. As for the HOMO energy: -13.75 eV. The spin multiplicity is 1. As for the gap between HOMO and LUMO: 7.21 eV. Its total charge is +1. The calculation puts the energy relative to the best compared isomer or geometry (same formula, charge and spin) at 4.592 eV. The max |F| is 0.1097 hartree/bohr. As for the LUMO energy: -6.54 eV.

```
16
Properties=species:S:1:pos:R:3:mulliken_charge:R:1
C -0.76 1.86 1.45 -0.2883
C -0.11 -0.38 1.36 -0.6018
C 0.06 0.26 -2.11 -0.5560
N 2.07 -1.09 -1.23 -0.3137
N -0.40 0.86 0.80 -0.1619
O -0.64 -1.44 0.57 -0.5099
S 0.61 -1.37 -1.61 0.5975
H -1.16 2.69 0.93 0.2838
H -1.09 1.84 2.53 0.2199
H 0.94 -0.61 1.31 0.3121
H -1.42 -1.74 1.08 0.3368
H -0.57 -0.48 2.35 0.4332
H -0.31 0.77 -1.32 0.2282
H 0.99 0.71 -2.41 0.3331
H -0.70 -0.01 -2.97 0.3661
H 2.49 -1.88 -0.73 0.3209
```

No. 5
An isolated ion of composition C3H9N2OS and charge +1 at a distorted geometry, computed with ωB97M-V with the def2-TZVPD basis set.

For the electronic energy, the calculation gives -702.24557 a.u. As for the HOMO energy: -15.31 eV. The spin multiplicity is 1. Its SMILES is C=[N+](C)[S@](C)(=N)=O. As for the gap between HOMO and LUMO: 10.58 eV. Its total charge is +1. The calculation puts the energy relative to the best compared isomer or geometry (same formula, charge and spin) at 4.866 eV. The max |F| is 0.1258 hartree/bohr. As for the LUMO energy: -4.72 eV.

```
16
Properties=species:S:1:pos:R:3:mulliken_charge:R:1
C -1.40 1.35 -0.42 -0.1054
N -0.78 0.24 -0.39 -0.0680
C -1.40 -1.03 -0.70 -0.7485
S 1.21 0.03 -0.15 1.0227
C 1.14 -0.48 1.56 -0.8017
N 1.92 1.34 -0.31 -0.5772
O 1.31 -1.14 -1.00 -0.5482
H -0.80 2.34 -0.55 0.2239
H -2.44 1.55 -0.39 0.3097
H -0.85 -1.62 -1.40 0.3503
H -2.49 -0.81 -1.11 0.3015
H -1.24 -1.62 0.21 0.2865
H 0.11 -0.98 1.80 0.3081
H 1.97 -1.02 1.62 0.3683
H 1.06 0.38 2.13 0.3685
H 2.68 1.47 -0.90 0.3095
```

No. 6
A 2-piece molecular cluster, C3H9N2S overall at a distorted geometry, computed with ωB97M-V with the def2-TZVPD basis set.

For the electronic energy, the calculation gives -627.39604 a.u. As for the HOMO energy: -2.33 eV. The spin multiplicity is 1. As for the gap between HOMO and LUMO: 6.47 eV. Its total charge is -1. The calculation puts the energy relative to the best compared isomer or geometry (same formula, charge and spin) at 1.210 eV. The max |F| is 0.0575 hartree/bohr. As for the LUMO energy: 4.14 eV.

```
15
Properties=species:S:1:pos:R:3:mulliken_charge:R:1
N -0.52 2.31 0.53 -0.4863
C 0.71 1.81 0.95 -0.0757
N 1.77 1.96 0.25 -0.6838
H -0.84 3.26 0.81 0.2122
H -0.64 2.18 -0.47 0.2100
H 0.64 1.14 1.80 0.4325
H 2.59 1.45 0.70 0.2721
C -0.81 -2.38 -0.97 -1.1136
C -0.08 -1.11 -0.32 -0.2986
S 0.18 -1.29 1.42 -0.6932
H -1.62 -2.72 -0.31 0.2790
H -0.12 -3.20 -1.06 0.2613
H -1.29 -2.22 -1.96 0.3526
H -0.76 -0.25 -0.49 0.0430
H 0.80 -0.93 -0.88 0.2885
```

No. 7
An isolated ion of composition C3H9N2S and charge +1 at a distorted geometry, computed with ωB97M-V with the def2-TZVPD basis set.

For the electronic energy, the calculation gives -627.09751 a.u. As for the HOMO energy: -13.32 eV. The spin multiplicity is 1. Its SMILES is N[C@@H]1[NH2+]CCS1. As for the gap between HOMO and LUMO: 9.71 eV. Its total charge is +1. The calculation puts the energy relative to the best compared isomer or geometry (same formula, charge and spin) at 1.974 eV. The max |F| is 0.0830 hartree/bohr. As for the LUMO energy: -3.61 eV.

```
15
Properties=species:S:1:pos:R:3:mulliken_charge:R:1
N 1.46 1.38 0.52 -0.5068
C 1.07 0.06 0.56 -0.0406
N 0.42 -0.14 -0.85 -0.4294
C -1.13 -0.05 -0.87 -0.5037
C -1.50 -0.87 0.50 -0.4723
S -0.24 -0.58 1.71 -0.0713
H 0.79 2.13 0.65 0.2306
H 2.19 1.53 1.15 0.2539
H 2.12 -0.75 0.64 0.3988
H 0.84 -1.17 -1.10 0.4391
H 0.85 0.57 -1.51 0.3844
H -1.43 -0.47 -1.82 0.3556
H -1.34 1.04 -0.75 0.2799
H -2.48 -0.74 0.99 0.3831
H -1.60 -1.96 0.19 0.2988
```

No. 8
A 2-piece molecular cluster, C3H9N2S overall at a distorted geometry, computed with ωB97M-V with the def2-TZVPD basis set.

For the electronic energy, the calculation gives -627.04411 a.u. As for the HOMO energy (alpha / beta): -14.41 / -14.41 eV. The spin multiplicity is 1. As for the gap between HOMO and LUMO (alpha / beta): 8.75 / 8.75 eV. Its total charge is +1. The calculation puts the energy relative to the best compared isomer or geometry (same formula, charge and spin) at 3.427 eV. The max |F| is 0.0972 hartree/bohr. As for the LUMO energy (alpha / beta): -5.66 / -5.66 eV.

```
15
Properties=species:S:1:pos:R:3:mulliken_charge:R:1
C 0.86 -0.47 -0.49 0.4234
C -1.44 -1.78 -0.99 -1.1312
C -0.47 -0.98 -0.07 0.4512
N 2.21 1.49 1.58 -0.7237
N 0.15 -1.86 1.03 -0.5631
S 2.32 -0.37 -0.69 -0.1342
H -2.17 -2.23 -0.38 0.3794
H -0.91 -2.63 -1.30 0.3289
H -1.84 -1.10 -1.85 0.3154
H -1.08 -0.26 0.48 0.3317
H 2.89 1.73 2.33 0.2756
H 1.78 2.39 1.54 0.2400
H 0.41 -1.26 1.74 0.2845
H 2.76 1.70 0.74 0.2415
H 0.67 -2.63 0.59 0.2805
```